Formula: C58H64Ge2MnN3OS5
Source: OMol25
Level of theory: wB97M-V/def2-TZVPD

Each line ends with the Löwdin spin population.
Positions of all 134 atoms, in Å:
Mn1 -2.119152 0.015420 -1.874006  3.324
C1 1.896738 -7.039125 -0.568588  0.000
C2 2.417537 -5.636491 -0.773730  0.000
C3 2.260759 -4.980857 -1.986881  -0.001
C4 2.760857 -3.698712 -2.197887  0.000
C5 2.612191 -3.063060 -3.565513  -0.002
C6 3.414552 -3.043344 -1.143720  0.000
C7 3.590544 -3.688829 0.084540  0.000
C8 4.269896 -3.013114 1.254518  0.000
C9 3.091991 -4.976032 0.245321  0.000
C10 3.995445 -1.678024 -1.360348  -0.001
C11 5.372457 -1.593291 -1.556716  0.000
C12 5.985499 -0.381096 -1.822757  0.000
C13 5.223652 0.771738 -1.918879  0.000
C14 3.845544 0.734427 -1.730563  -0.001
C15 3.238947 -0.492081 -1.412764  -0.006
Ge1 1.375367 -0.515311 -0.898143  -0.001
S1 -0.099545 -0.454367 -2.625073  -0.220
S2 0.618588 1.044364 0.519661  -0.003
Ge2 -0.495489 -0.725225 1.297967  0.003
S3 -2.376899 -1.012532 0.022150  -0.211
S4 0.847359 -2.234659 0.402838  0.012
C16 -0.921215 -0.797497 3.184336  -0.001
C17 -1.444155 -2.012152 3.666483  -0.001
C18 -1.616437 -2.182373 5.033184  -0.001
C19 -1.290232 -1.162123 5.911729  0.000
C20 -0.795010 0.038339 5.431285  0.000
C21 -0.606036 0.248977 4.064707  0.000
C22 -0.049794 1.575386 3.654963  0.000
C23 -0.903664 2.609501 3.265502  0.000
C24 -2.391267 2.389620 3.099184  0.000
C25 -0.360917 3.869074 3.025385  0.000
C26 0.999617 4.117959 3.141448  0.000
C27 1.559424 5.502165 2.920556  0.000
C28 1.831796 3.062961 3.500643  0.000
C29 1.328592 1.797092 3.766228  0.000
C30 2.264256 0.668351 4.131284  0.000
C31 -1.840577 -3.096816 2.717995  -0.009
C32 -0.908248 -4.035925 2.271452  0.001
C33 0.517193 -4.066904 2.782628  0.001
C34 -1.314141 -4.989868 1.339150  -0.004
C35 -2.614672 -5.048985 0.867569  0.000
C36 -3.025711 -6.069931 -0.164512  0.000
C37 -3.542441 -4.140193 1.373432  -0.004
C38 -3.183758 -3.169800 2.297249  -0.014
C39 -4.236497 -2.245424 2.879255  -0.002
C40 3.101039 2.020851 -1.926135  0.000
C41 2.587281 2.342766 -3.187667  0.000
C42 2.649771 1.390384 -4.364177  -0.003
C43 2.068305 3.623814 -3.393911  0.000
C44 2.057680 4.581036 -2.390771  0.000
C45 1.643997 6.004039 -2.675823  0.000
C46 2.528220 4.220851 -1.128662  0.000
C47 3.066056 2.966156 -0.882234  0.000
C48 3.646888 2.647942 0.474789  0.000
H1 1.240032 -7.343097 -1.383770  0.000
H2 1.340638 -7.120826 0.368100  0.000
H3 2.719199 -7.756330 -0.516252  0.000
H4 1.754598 -5.489919 -2.803715  0.000
H5 2.326920 -3.812219 -4.304150  0.000
H6 3.541433 -2.593576 -3.894677  0.000
H7 1.839137 -2.291761 -3.580618  -0.003
H8 4.290375 -1.928659 1.150798  0.000
H9 5.303274 -3.355523 1.360247  0.000
H10 3.749182 -3.253885 2.184336  0.000
H11 3.225878 -5.474403 1.204595  0.000
H12 5.959067 -2.504279 -1.507921  0.000
H13 7.056912 -0.338301 -1.981018  0.000
H14 5.692370 1.719288 -2.162848  0.000
H15 -2.012547 -3.121383 5.404118  0.000
H16 -1.424930 -1.302643 6.978060  0.000
H17 -0.544092 0.838784 6.118974  0.000
H18 -2.811713 1.806032 3.920356  0.000
H19 -2.613618 1.848358 2.172091  0.001
H20 -2.916900 3.344689 3.055831  0.000
H21 -1.026411 4.683431 2.759283  0.000
H22 0.891636 6.109178 2.305933  0.000
H23 2.536974 5.464250 2.434961  0.000
H24 1.694073 6.022650 3.871748  0.000
H25 2.903117 3.233110 3.589674  0.000
H26 3.302312 0.957828 3.965768  0.000
H27 2.058947 -0.221288 3.530245  0.000
H28 2.158302 0.377370 5.179509  0.000
H29 0.817677 -3.125476 3.242073  0.000
H30 1.213007 -4.288269 1.968801  0.000
H31 0.629707 -4.850935 3.536584  0.000
H32 -0.580409 -5.702612 0.967674  0.000
H33 -2.229221 -6.790789 -0.348993  0.000
H34 -3.268037 -5.586488 -1.113744  0.000
H35 -3.914028 -6.617161 0.155407  0.000
H36 -4.576575 -4.195671 1.039366  0.000
H37 -5.190847 -2.380667 2.368559  0.000
H38 -3.954092 -1.191244 2.805339  -0.001
H39 -4.389951 -2.449291 3.942071  0.000
H40 3.291360 0.532018 -4.172427  0.000
H41 3.030753 1.904315 -5.248527  0.000
H42 1.655242 1.011269 -4.616800  -0.003
H43 1.734656 3.895176 -4.394629  0.000
H44 1.053408 6.077119 -3.591384  0.000
H45 2.526584 6.632848 -2.813620  0.000
H46 1.073206 6.434937 -1.850575  0.000
H47 2.518996 4.957542 -0.327395  0.000
H48 3.433534 3.451618 1.180718  0.000
H49 4.730290 2.519382 0.417263  0.000
H50 3.231487 1.722608 0.881253  0.000
C49 -1.507153 4.753700 -0.532241  0.000
C50 -1.929552 4.936920 -1.987244  0.002
C51 -1.529174 3.813359 -2.940841  0.006
S5 -2.431565 2.278388 -2.721641  0.019
O1 -2.090589 1.798170 -1.255384  0.022
C52 -4.172740 2.788004 -2.811025  0.000
C53 -4.877637 2.897804 -1.452629  0.000
C54 -5.552649 1.593850 -1.035632  0.002
H51 -1.694438 5.677748 0.018480  0.000
H52 -0.442189 4.513642 -0.449706  0.000
H53 -2.050296 3.949720 -0.038758  0.000
H54 -1.445127 5.824063 -2.400521  0.000
H55 -3.002605 5.133293 -2.051555  0.000
H56 -0.485300 3.506047 -2.822240  0.000
H57 -1.701175 4.071679 -3.990168  0.000
H58 -4.657519 2.051703 -3.455005  0.000
H59 -4.146154 3.735030 -3.355896  0.000
H60 -5.631360 3.678100 -1.562235  0.000
H61 -4.185979 3.237775 -0.681370  0.000
H62 -6.329326 1.315106 -1.751293  0.000
H63 -6.009371 1.691453 -0.050663  0.000
H64 -4.845546 0.766576 -0.970547  0.002
N1 -3.107973 -1.135634 -2.916210  -0.001
C55 -4.088207 -1.467250 -3.466798  0.044
C56 -5.273960 -1.712112 -4.078858  0.026
C57 -5.747763 -3.039047 -4.333969  0.003
N2 -6.129791 -4.106502 -4.534079  0.009
C58 -6.011939 -0.514888 -4.373945  0.004
N3 -6.525996 0.507067 -4.522647  0.010

Atoms 1-6, force components in eV/Å:
Mn 0.897 -0.598 1.241
C 0.036 0.111 -0.004
C -0.039 -0.148 0.034
C 0.002 0.032 -0.113
C -0.030 0.081 -0.102
C 0.048 -0.048 0.124

Multiplicity = 4
Gap between HOMO and LUMO (alpha / beta) = 4.92 / 6.73 eV
Net charge = +1
LUMO energy (alpha / beta) = -5.750 / -3.961 eV
Maximum force = 1.644 eV/Å